(1)
This record from the OMol25 dataset describes one molecule with the formula C6H9ClS. The level of theory is ωB97M-V/def2-TZVPD.

Its frontier orbital gap is 9.74 eV. The value obtained for the energy relative to the best compared isomer or geometry (same formula, charge and spin) is 53.7 kcal per mole. Its SMILES is SC1(CCl)CC=CC1. The value obtained for the total energy is -29722.80851 eV. As for the total charge: 0. As for the spin multiplicity: 1.

CARTESIAN COORDINATES (ANGSTROEM)
C  1.7207  -0.8244  0.3188
H  -0.3109  0.0181  1.8928
C  0.3427  -0.4165  -0.2080
H  0.4167  1.3108  -1.6338
H  -2.9018  0.7771  0.6328
C  0.4325  1.1033  -0.5011
H  -1.4246  2.4359  -0.7638
H  1.8242  -1.8852  0.7521
H  1.4213  1.2944  0.1552
S  -0.3621  -1.3001  -1.7528
H  1.9377  -0.1916  1.1757
H  -1.1857  -1.3915  1.0616
C  -0.8553  -0.2856  0.8919
C  -1.0265  1.6445  -0.2165
H  -1.1257  -2.4787  -1.1074
Cl  2.8907  -0.5458  -1.0921
C  -1.7938  0.7352  0.3946


(2)
This record from the OMol25 dataset describes one molecule with the formula C4H9NO. The level of theory is ωB97M-V/def2-TZVPD.

Its frontier orbital gap is 10.35 eV. The value obtained for the energy relative to the best compared isomer or geometry (same formula, charge and spin) is 57.3 kcal per mole. Its SMILES is COC[C@H]1CN1. The value obtained for the total energy is -7829.83712 eV. As for the total charge: 0. As for the spin multiplicity: 1.

CARTESIAN COORDINATES (ANGSTROEM)
H  2.5052  1.5583  -0.0258
H  -1.7682  -1.6517  0.0244
H  0.6626  -1.4110  -0.6453
C  -1.9901  0.4784  0.5335
H  -3.0229  0.3557  0.8514
C  0.2506  -0.7991  0.1767
H  2.5471  -0.0158  -0.8687
N  -1.7791  0.2948  -0.9056
H  -1.4271  1.2504  1.0513
H  0.5141  -1.2991  1.1234
O  0.7956  0.4982  0.1237
H  -1.0001  0.8897  -1.1849
C  -1.2508  -0.6937  0.0254
H  2.6666  0.0485  0.9131
C  2.1971  0.5117  0.0322


(3)
This record from the OMol25 dataset describes CH8N5 as an isolated structure. The level of theory is ωB97M-V/def2-TZVPD.

Its frontier orbital gap is 9.23 eV. The value obtained for the energy relative to the best compared isomer or geometry (same formula, charge and spin) is 118.2 kcal per mole. The value obtained for the total energy is -8606.35730 eV. As for the total charge: +1. As for the spin multiplicity: 1.

CARTESIAN COORDINATES (ANGSTROEM)
N  -0.2516  0.5073  1.3471
N  -1.0420  -0.0421  0.4821
H  2.3513  -1.4937  -0.8925
H  1.5295  0.1570  0.4493
C  -2.1621  -0.4478  0.5318
H  -1.6514  1.0785  -1.3306
H  -3.9683  -1.4161  0.0096
H  3.5340  -0.3427  -0.8071
N  -3.2693  -0.8367  0.3662
H  1.4622  0.9757  2.0745
H  -1.9841  1.8036  -1.2687
N  2.5089  -0.4952  -0.6994
H  1.9367  -0.0091  -1.4884
N  1.0064  0.5614  1.2260


(4)
This record from the OMol25 dataset describes C30H47GeN4O7P2V as an isolated structure. The level of theory is ωB97M-V/def2-TZVPD.

Its frontier orbital gap (spin up / spin down) is 7.25 / 7.44 eV. Its expectation value of S² is 2.02. The value obtained for the energy relative to the best compared isomer or geometry (same formula, charge and spin) is 0.0 kcal per mole. The value obtained for the total energy is -152955.47080 eV. As for the total charge: 0. As for the spin multiplicity: 3.

CARTESIAN COORDINATES (ANGSTROEM)
C  3.2368  -3.3058  2.1661
C  5.0252  -0.8692  2.7590
H  -2.8872  1.9105  5.3556
C  -2.4372  -3.4748  1.5989
H  2.8425  -4.3016  2.0098
H  -4.6052  4.2697  -3.2285
H  1.4503  3.6613  -4.3108
H  -2.2820  -4.1141  2.4755
H  -0.2449  -5.1438  -0.5327
H  -3.3778  -2.9862  3.6883
C  -3.0775  -1.9593  3.8200
H  1.6142  1.9279  -4.5381
H  5.1270  -4.2172  2.2197
H  5.7860  -0.1803  3.1130
N  -1.1007  0.2143  1.6381
H  1.2203  -4.1786  3.3165
H  0.0255  -3.5256  -0.0117
C  -0.4653  -4.4555  0.2831
H  -0.4140  -3.6011  3.1656
C  0.4848  -3.8227  2.5956
O  -1.4816  0.5461  -2.2746
H  1.7609  1.3535  0.2512
H  3.2362  4.9614  -3.0542
H  -3.5885  2.3292  -4.4718
H  3.8201  2.9056  -4.4552
H  -0.6794  1.5032  0.0826
C  2.5797  -0.8457  2.0432
H  0.6244  3.1453  1.4844
C  3.8067  -0.2917  2.5236
O  2.7873  -1.1389  -2.4908
C  2.2850  -2.3041  2.0975
C  0.4754  2.1053  1.7876
H  -1.6682  2.2184  1.3492
C  -3.7779  4.4421  -3.9239
C  -2.1405  3.4118  -2.2278
O  -1.5388  -1.9512  -2.0858
H  -0.4302  -5.6842  2.0715
H  2.5908  1.7284  1.7404
H  -1.8288  1.9892  3.3349
H  4.7158  4.1456  -2.5426
H  -3.0408  2.8573  -1.9514
C  -0.8174  1.5632  1.1676
H  -4.1146  -2.0744  5.6145
H  6.5055  -2.3981  2.7189
C  -2.8298  0.9563  4.8411
H  -0.8173  -2.6067  -2.0438
P  -1.2058  -0.7583  -3.1024
C  -2.2267  -1.4486  2.8131
N  1.5508  -0.1330  1.6714
C  -1.9743  -4.2457  0.3748
O  0.4135  -0.8804  -3.2079
C  1.6855  1.2900  1.3350
H  3.7619  0.7629  2.7540
N  0.9573  -2.5570  2.0377
H  0.4059  2.0688  2.8768
H  -2.6241  5.5081  -2.4692
O  -1.8325  -0.8295  -4.4197
H  -3.8648  0.0963  6.4605
C  5.4501  -2.1952  2.5852
C  -3.7295  3.3040  -4.9436
H  1.1317  -5.4349  1.3144
H  1.3062  1.6004  -2.0441
H  -1.6740  4.8749  -3.7972
H  -4.6579  3.2527  -5.5149
O  1.0790  -2.9838  -2.0069
H  -3.9944  5.3776  -4.4452
H  -2.3307  -3.7514  -0.5326
C  0.1959  -4.9358  1.5753
O  1.0440  -0.7375  -0.7370
C  -2.1701  1.0036  3.6179
C  -1.8098  -0.0166  2.7358
C  0.9305  2.4777  -2.5666
H  3.2329  -1.9132  -2.8552
H  -3.5172  -3.3182  1.5240
C  4.6341  -3.2543  2.3072
H  3.5877  1.9083  -3.0244
C  1.7785  2.7365  -3.8214
C  -2.4964  4.6335  -3.1102
Ge  -0.9117  2.1708  -3.0132
C  -3.5453  -1.3916  4.9902
C  3.6335  4.0322  -2.6322
H  0.9826  3.3242  -1.8752
V  -0.0288  -1.2429  0.9002
H  -1.0753  1.9514  -4.5231
C  3.2720  2.8357  -3.5124
H  -1.6752  3.7464  -1.2979
P  1.3230  -1.5249  -2.0214
H  3.2320  3.9263  -1.6197
H  -2.4720  -5.2182  0.4261
N  -1.7959  -2.1706  1.7858
C  -3.4211  -0.1023  5.4923
H  -2.9102  3.4473  -5.6536